Entry 1:
3 unconnected molecules or ions with the total composition C21H43N4O5S2 in a non-equilibrium geometry, computed with ωB97M-V/def2-TZVPD.

Output
Charge: -1
HOMO-LUMO gap in eV: 8.1
E_HOMO in hartree: -0.215
LUMO energy in eV: 2.262

Geometry (Å):
C 2.825 -2.516 -4.891
C 1.753 -2.851 -3.729
C 0.994 -1.520 -3.159
C -0.582 -1.933 -3.110
O -1.239 -0.889 -2.347
S -2.774 -1.329 -1.831
O -2.884 -0.826 -0.395
O -3.020 -2.816 -1.789
N -4.056 -0.596 -2.694
S -4.087 -1.080 -4.334
O -2.839 -0.573 -5.050
O -5.269 -0.349 -4.969
C -4.397 -2.881 -4.601
C -5.829 -3.536 -4.654
C -5.859 -5.050 -4.919
N -4.813 -5.988 -5.091
C -3.501 -5.450 -5.053
C -3.279 -3.945 -4.839
H 2.913 -1.406 -5.140
H 2.478 -3.035 -5.865
H 3.814 -3.013 -4.601
H 2.198 -3.492 -2.891
H 0.943 -3.510 -4.228
H 1.188 -0.650 -3.868
H 1.425 -1.362 -2.103
H -0.611 -2.968 -2.633
H -0.905 -1.964 -4.219
H -6.772 -2.893 -4.517
H -6.921 -5.497 -4.988
H -2.591 -6.131 -5.214
H -2.193 -3.568 -4.855
C -1.574 2.031 0.083
C -0.195 1.838 -0.535
N 0.437 3.084 -0.961
C 1.597 2.880 -1.823
C 2.808 2.167 -1.225
C 0.590 4.112 0.061
C 1.364 3.745 1.326
H -2.231 2.598 -0.583
H -2.039 1.058 0.263
H -1.521 2.551 1.045
H -0.326 1.193 -1.410
H 0.437 1.281 0.170
H 1.921 3.846 -2.229
H 1.269 2.309 -2.699
H 3.354 2.808 -0.532
H 3.507 1.897 -2.024
H 2.534 1.244 -0.710
H -0.410 4.443 0.363
H 1.043 5.005 -0.384
H 1.052 2.787 1.746
H 1.190 4.506 2.094
H 2.440 3.715 1.150
C 0.065 1.204 3.965
C 1.446 1.404 4.578
N 1.411 1.773 5.989
C 2.690 2.264 6.492
C 3.867 1.290 6.509
C 0.698 0.861 6.877
C 1.151 -0.598 6.913
H -0.571 2.079 4.129
H 0.155 1.054 2.886
H -0.440 0.325 4.375
H 1.931 2.210 4.015
H 2.045 0.500 4.407
H 2.552 2.667 7.502
H 2.980 3.131 5.886
H 3.766 0.548 7.301
H 4.794 1.839 6.704
H 3.992 0.773 5.555
H -0.362 0.876 6.601
H 0.713 1.260 7.897
H 1.292 -1.018 5.915
H 0.391 -1.204 7.415
H 2.077 -0.722 7.477

Entry 2:
10 unconnected molecules or ions with the total composition C3H26O10 in a non-equilibrium geometry, computed with ωB97M-V/def2-TZVPD.

Output
SMILES: CC(C)O.O.O.O.O.O.O.O.O.O
Charge: 0
HOMO-LUMO gap in eV: 9.9
E_HOMO in hartree: -0.354
LUMO energy in eV: 0.272
Relative energy (zero: lowest compared OMol25 entry of this formula, charge and spin) in kcal/mol: 11.07

Geometry (Å):
C 3.276 -0.851 -2.370
C 2.252 0.274 -2.757
C 2.495 0.670 -4.263
O 0.891 -0.050 -2.417
H 3.155 -1.252 -1.364
H 4.314 -0.649 -2.634
H 2.971 -1.680 -3.009
H 2.531 1.175 -2.210
H 1.996 -0.045 -4.917
H 3.581 0.667 -4.353
H 2.203 1.701 -4.465
H 0.767 -0.243 -1.485
O -1.794 1.478 2.636
H -0.900 1.676 2.915
H -2.115 0.852 3.286
O -4.283 -2.095 1.078
H -3.679 -1.393 0.837
H -4.637 -2.403 0.244
O -3.446 0.184 -0.060
H -3.814 0.978 0.329
H -3.474 0.345 -1.004
O 1.135 -1.414 3.219
H 1.497 -2.136 3.733
H 0.375 -1.792 2.776
O -2.479 2.025 -2.035
H -1.585 2.329 -1.877
H -2.942 2.797 -2.360
O -0.729 -0.135 0.493
H -1.485 0.040 -0.067
H -0.841 0.453 1.240
O -1.428 -2.583 2.350
H -1.353 -1.698 1.993
H -2.301 -2.874 2.086
O 0.816 1.264 3.181
H 0.923 1.581 4.078
H 0.775 0.312 3.266
O 2.588 1.112 1.072
H 3.072 0.422 1.525
H 1.673 0.958 1.310

Entry 3:
10 unconnected molecules or ions with the total composition C28H46BrFN10O2P2 in a non-equilibrium geometry, computed with ωB97M-V/def2-TZVPD.

Output
SMILES: CCP(C)[C@]1(CCF)[C@H](Br)C(=O)N[C@H]1P(C)O.CC#N.CC#N.CC#N.CC#N.CC#N.CC#N.CC#N.CC#N.CC#N
Charge: 0
HOMO-LUMO gap in eV: 8.6
E_HOMO in hartree: -0.315
LUMO energy in eV: 0.055

Geometry (Å):
C 2.117 -1.510 -1.352
C 1.408 -1.659 -2.711
P -0.401 -1.960 -2.556
C -0.821 -2.375 -4.293
C -1.218 -0.284 -2.116
C -2.129 -0.596 -0.902
C -1.435 -0.626 0.453
F -1.542 0.575 1.165
C -2.008 0.430 -3.220
Br -3.507 -0.462 -4.024
C -0.922 0.919 -4.163
O -0.976 1.167 -5.334
N 0.207 1.074 -3.358
C -0.157 0.830 -1.950
P -0.850 2.380 -1.090
C 0.424 2.761 0.161
O -0.704 3.571 -2.233
H 2.698 -0.581 -1.338
H 1.413 -1.453 -0.518
H 2.822 -2.320 -1.170
H 1.762 -2.571 -3.202
H 1.636 -0.838 -3.391
H -0.786 -1.525 -4.978
H -0.069 -3.097 -4.616
H -1.815 -2.813 -4.335
H -2.514 -1.610 -1.039
H -3.007 0.055 -0.874
H -0.373 -0.872 0.344
H -1.876 -1.405 1.081
H -2.442 1.359 -2.832
H 0.718 1.923 -3.563
H 0.716 0.530 -1.365
H -0.084 3.289 0.969
H 0.853 1.838 0.558
H 1.210 3.402 -0.244
H 0.223 3.755 -2.453
C 0.953 6.593 2.460
C 1.812 5.789 1.601
N 2.497 5.159 0.925
H 1.430 7.544 2.675
H 0.003 6.778 1.960
H 0.769 6.074 3.396
C 3.729 -3.408 2.300
C 3.372 -4.007 1.024
N 3.093 -4.429 -0.008
H 4.642 -2.825 2.189
H 2.922 -2.755 2.633
H 3.888 -4.183 3.047
C 4.314 7.513 5.265
C 2.867 7.682 5.259
N 1.725 7.818 5.256
H 4.717 7.843 6.219
H 4.571 6.466 5.116
H 4.762 8.103 4.468
C -3.929 4.435 -2.701
C -4.647 5.659 -3.030
N -5.213 6.627 -3.284
H -2.866 4.562 -2.894
H -4.068 4.196 -1.648
H -4.308 3.612 -3.306
C 0.948 -7.046 0.152
C 0.148 -7.992 -0.613
N -0.502 -8.726 -1.213
H 0.303 -6.477 0.820
H 1.691 -7.579 0.742
H 1.458 -6.356 -0.517
C 7.155 7.841 8.419
C 7.452 7.218 7.135
N 7.687 6.727 6.123
H 6.329 7.321 8.901
H 8.030 7.789 9.063
H 6.884 8.885 8.271
C 0.849 0.252 2.463
C 1.318 -0.788 3.369
N 1.691 -1.621 4.070
H 1.205 0.039 1.455
H -0.239 0.286 2.458
H 1.236 1.219 2.779
C -3.561 -9.591 -2.915
C -5.002 -9.468 -3.086
N -6.139 -9.348 -3.209
H -3.279 -9.302 -1.906
H -3.250 -10.619 -3.087
H -3.047 -8.942 -3.621
C -7.590 -6.445 -2.535
C -7.309 -5.060 -2.179
N -7.087 -3.968 -1.897
H -7.627 -7.060 -1.639
H -8.547 -6.509 -3.050
H -6.812 -6.831 -3.188

Q: The lowest HOMO-LUMO gap belongs to which entry?
A: C21H43N4O5S2

Q: What is the charge in the first record?
A: -1

Q: Which of these has the highest LUMO energy?
A: C21H43N4O5S2

Q: E_HOMO of number 1 (C21H43N4O5S2)?
A: -0.215 hartree